96
Properties=species:S:1:pos:R:3 method="wB97M-V/def2-TZVPD" homo_ev="-9.31 / -10.08" charge=+1 e_above_lowest_kcal_mol=0.0 e_tot_ev=-68175.5514 lumo_ev="-3.567 / -3.634" multiplicity=2
Pd -0.198 1.847 -1.645
C -4.370 3.080 -2.251
O -3.446 4.211 -2.426
C -2.259 3.725 -2.106
N -2.157 2.467 -1.885
C -3.449 1.846 -2.212
C -3.866 0.772 -1.246
C -3.638 0.903 0.119
C -3.995 -0.116 0.989
C -4.601 -1.266 0.501
C -4.849 -1.392 -0.859
C -4.474 -0.380 -1.731
C -1.042 4.575 -2.089
C -0.922 5.943 -2.267
C 0.361 6.484 -2.259
C 1.480 5.672 -2.089
C 1.269 4.316 -1.914
N 0.037 3.820 -1.909
C 2.264 3.229 -1.741
N 1.869 2.026 -1.550
C 3.050 1.165 -1.408
C 4.193 2.137 -1.786
O 3.561 3.464 -1.810
C 2.972 -0.083 -2.248
C 2.220 -0.134 -3.415
C 2.161 -1.308 -4.151
C 2.863 -2.430 -3.734
C 3.622 -2.380 -2.573
C 3.669 -1.210 -1.828
H -5.071 3.091 -3.078
H -4.889 3.235 -1.305
H -3.319 1.400 -3.201
H -3.157 1.798 0.500
H -3.800 -0.019 2.050
H -4.875 -2.063 1.180
H -5.319 -2.288 -1.245
H -4.631 -0.496 -2.797
H -1.797 6.558 -2.415
H 0.491 7.548 -2.397
H 2.482 6.078 -2.098
H 3.124 0.876 -0.358
H 4.589 1.951 -2.783
H 4.996 2.175 -1.057
H 1.639 0.722 -3.736
H 1.552 -1.346 -5.044
H 2.815 -3.345 -4.310
H 4.170 -3.253 -2.242
H 4.240 -1.174 -0.906
C -1.357 -2.063 -2.589
C -0.980 -0.597 -2.509
O -1.197 0.134 -3.495
N -0.380 -0.105 -1.413
Te -0.228 -1.535 0.408
C -0.921 -2.569 2.213
C -1.144 -3.942 2.046
C -0.987 -4.699 0.746
C -1.524 -4.702 3.154
C -1.717 -4.141 4.403
C -2.135 -4.973 5.583
C -1.536 -2.767 4.533
C -1.151 -1.972 3.465
C -0.998 -0.497 3.696
C 1.319 -0.370 1.279
C 1.204 0.987 1.590
C -0.076 1.776 1.518
C 2.327 1.664 2.071
C 3.542 1.032 2.268
C 4.738 1.775 2.798
C 3.622 -0.329 1.985
C 2.537 -1.045 1.500
C 2.702 -2.522 1.250
H -1.722 -2.268 -3.592
H -2.146 -2.298 -1.871
H -0.498 -2.703 -2.380
H -1.066 -4.081 -0.144
H -1.754 -5.471 0.678
H -0.017 -5.201 0.711
H -1.681 -5.767 3.021
H -2.169 -6.031 5.329
H -3.125 -4.677 5.935
H -1.442 -4.843 6.415
H -1.702 -2.300 5.498
H -1.404 -0.216 4.667
H -1.525 0.071 2.929
H 0.051 -0.197 3.669
H -0.867 1.236 1.001
H 0.088 2.725 1.007
H -0.420 2.010 2.528
H 2.230 2.717 2.317
H 4.528 2.838 2.909
H 5.598 1.661 2.136
H 5.031 1.385 3.774
H 4.558 -0.851 2.157
H 3.707 -2.842 1.523
H 2.534 -2.771 0.201
H 1.991 -3.100 1.845

202
Properties=species:S:1:pos:R:3 method="wB97M-V/def2-TZVPD" homo_ev="-8.65 / -8.65" e_tot_ev=-204242.6702 lumo_ev="-2.354 / -3.304" multiplicity=5
Fe 2.679 2.932 -3.333
C 6.320 0.030 -5.524
C 5.347 0.908 -4.801
O 5.100 2.087 -5.244
O 4.787 0.559 -3.750
H 6.096 -1.026 -5.371
H 7.316 0.157 -5.101
H 6.296 0.204 -6.599
As 0.138 -0.142 0.266
F 0.010 1.374 1.247
F 1.817 -0.383 0.919
F 0.309 -1.576 -0.779
F -1.447 0.182 -0.524
F 0.998 0.853 -1.045
F -0.583 -1.126 1.578
C -5.594 6.441 3.556
C -4.246 6.131 2.899
C -3.120 6.944 3.558
O -1.895 6.827 2.896
C -0.976 7.875 3.185
N -4.013 4.744 3.146
H -5.532 6.343 4.640
H -6.359 5.827 3.081
H -5.906 7.484 3.500
H -4.371 6.277 1.826
H -3.003 6.712 4.616
H -3.471 7.962 3.384
H -0.822 7.994 4.258
H -1.430 8.785 2.794
H -0.060 7.671 2.631
H -4.532 4.197 2.474
H -3.028 4.546 3.048
C -7.549 1.121 0.129
C -7.193 2.383 -0.664
C -8.269 3.506 -0.470
O -8.064 4.512 -1.430
C -8.943 5.666 -1.171
N -5.836 2.837 -0.351
H -7.477 1.413 1.177
H -6.710 0.436 0.005
H -8.500 0.634 -0.083
H -7.219 2.121 -1.721
H -8.129 3.854 0.553
H -9.276 3.092 -0.421
H -9.906 5.538 -0.677
H -9.058 6.361 -2.003
H -8.338 6.245 -0.474
H -5.702 3.716 -0.830
H -5.151 2.205 -0.741
C -6.117 -0.994 9.525
C -4.650 -0.936 9.231
C -4.188 -1.292 7.750
O -4.899 -0.500 6.772
C -4.486 -0.680 5.376
N -4.281 0.373 9.618
H -6.310 -0.924 10.595
H -6.559 -1.935 9.197
H -6.675 -0.218 9.001
H -4.213 -1.626 9.953
H -4.339 -2.354 7.560
H -3.130 -1.037 7.690
H -5.026 -0.026 4.692
H -4.627 -1.742 5.174
H -3.450 -0.345 5.312
H -4.638 0.958 8.876
H -3.284 0.395 9.455
C -1.514 2.920 -6.133
C -0.579 3.529 -5.063
C -1.253 3.570 -3.646
O -0.331 4.199 -2.806
C -0.918 4.567 -1.580
N 0.467 2.535 -4.997
H -1.017 2.876 -7.102
H -2.457 3.454 -6.250
H -1.795 1.879 -5.971
H -0.282 4.520 -5.406
H -1.405 2.547 -3.301
H -2.194 4.120 -3.678
H -1.285 5.591 -1.645
H -0.142 4.505 -0.818
H -1.732 3.936 -1.222
H -0.113 1.711 -4.930
H 0.783 2.434 -5.951
C -4.499 -1.558 -4.020
C -3.384 -2.293 -4.834
C -3.779 -2.387 -6.292
O -4.842 -3.310 -6.404
C -5.340 -3.423 -7.753
N -2.148 -1.501 -4.689
H -4.520 -0.488 -4.226
H -4.300 -1.569 -2.948
H -5.506 -1.938 -4.195
H -3.118 -3.274 -4.439
H -2.887 -2.737 -6.811
H -4.075 -1.435 -6.732
H -6.117 -4.178 -7.868
H -4.482 -3.631 -8.391
H -5.717 -2.467 -8.117
H -1.433 -1.790 -5.341
H -1.775 -1.615 -3.757
C -0.221 -4.594 5.204
C 1.008 -5.432 5.005
C 2.040 -5.463 6.178
O 2.543 -4.162 6.507
C 3.292 -3.549 5.521
N 0.576 -6.801 4.735
H -1.010 -4.727 4.463
H -0.130 -3.515 5.324
H -0.701 -4.844 6.150
H 1.412 -5.076 4.057
H 2.822 -6.181 5.931
H 1.547 -5.921 7.036
H 3.472 -2.499 5.753
H 2.822 -3.548 4.537
H 4.254 -4.022 5.325
H 0.130 -6.698 3.835
H 1.257 -7.503 4.484
C 5.230 -3.814 -0.760
C 6.447 -3.006 -0.263
C 7.660 -3.247 -1.250
O 8.219 -4.514 -1.069
C 9.294 -4.575 -0.195
N 6.107 -1.558 -0.166
H 4.709 -3.324 -1.583
H 4.459 -3.808 0.010
H 5.399 -4.814 -1.159
H 6.759 -3.265 0.749
H 8.385 -2.433 -1.268
H 7.168 -3.190 -2.220
H 8.912 -4.431 0.816
H 10.107 -3.872 -0.377
H 9.733 -5.572 -0.200
H 5.759 -1.147 -1.021
H 5.339 -1.477 0.485
C 4.821 6.296 -0.152
C 3.811 5.786 -1.214
C 4.178 6.286 -2.612
O 3.369 5.612 -3.566
C 3.423 6.161 -4.871
N 3.926 4.331 -1.153
H 4.406 5.890 0.770
H 4.898 7.381 -0.081
H 5.829 5.949 -0.380
H 2.800 6.076 -0.928
H 5.247 6.108 -2.728
H 4.100 7.372 -2.673
H 2.735 6.998 -4.988
H 2.999 5.424 -5.555
H 4.447 6.353 -5.193
H 4.924 4.189 -1.216
H 3.732 3.975 -0.228
C 5.603 2.727 4.259
C 4.127 2.934 4.686
C 3.919 4.141 5.690
O 4.371 3.837 7.012
C 4.401 4.928 7.923
N 3.262 3.084 3.547
H 6.179 2.478 5.150
H 6.030 3.635 3.833
H 5.661 1.897 3.555
H 3.636 2.027 5.036
H 2.884 4.460 5.809
H 4.483 4.998 5.321
H 3.437 5.432 7.848
H 5.145 5.664 7.616
H 4.533 4.535 8.931
H 2.380 3.421 3.905
H 3.016 2.148 3.257
C 1.972 -3.890 -5.871
C 2.484 -2.736 -6.742
C 3.429 -3.251 -7.818
O 3.952 -2.233 -8.664
C 4.931 -2.673 -9.612
N 1.330 -2.055 -7.393
H 1.405 -3.433 -5.061
H 2.864 -4.389 -5.493
H 1.371 -4.580 -6.464
H 3.015 -2.063 -6.069
H 2.948 -3.920 -8.532
H 4.319 -3.742 -7.425
H 5.073 -1.911 -10.379
H 4.621 -3.570 -10.147
H 5.889 -2.910 -9.149
H 1.778 -1.247 -7.800
H 1.181 -2.637 -8.204
C -1.190 -10.450 1.201
C -2.216 -9.462 1.738
C -2.277 -8.104 1.037
O -0.950 -7.524 0.872
C -0.914 -6.367 -0.003
N -3.481 -10.135 1.927
H -0.232 -10.169 1.637
H -1.227 -10.477 0.112
H -1.308 -11.478 1.546
H -1.912 -9.233 2.759
H -2.923 -7.371 1.521
H -2.719 -8.281 0.056
H -1.136 -6.479 -1.064
H 0.140 -6.091 -0.010
H -1.523 -5.551 0.386
H -3.921 -10.305 1.035
H -3.231 -11.082 2.176